C48H125N7O17 | wB97M-V/def2-TZVPD

Each line ends with the Löwdin charge.
Positions of all 197 atoms, in Å:
H  -0.115  3.240  -6.359  0.077
H  2.901  1.042  5.822  0.089
H  0.818  -1.869  2.054  0.108
C  -2.779  0.187  -7.782  -0.106
H  -2.611  0.118  3.994  0.115
H  -0.448  -2.613  -0.722  0.059
H  -3.160  -9.675  -2.729  0.127
H  -0.064  -6.492  -2.954  0.117
C  -1.044  -5.213  -1.541  -0.229
H  1.293  2.704  -2.296  0.110
H  -5.786  4.463  -0.810  0.110
H  3.425  2.827  -1.284  0.114
H  0.662  -0.615  -0.753  0.119
O  -3.285  4.293  -1.262  -0.176
C  -0.741  -0.425  4.703  -0.214
H  0.977  2.270  3.104  0.050
C  1.224  -4.987  -0.866  -0.115
O  -4.627  -8.292  -3.076  -0.190
C  -2.336  -7.968  -3.734  -0.224
H  1.441  -0.447  -8.730  0.114
H  2.357  0.260  -3.391  0.059
H  -3.375  0.871  -7.183  0.087
H  5.522  2.307  5.664  0.116
H  -0.867  0.930  7.183  0.113
C  0.307  3.993  -5.685  -0.105
C  -2.582  -3.501  2.787  -0.298
N  -1.995  -7.228  -2.523  -0.057
C  -3.623  -4.337  2.060  -0.083
C  0.486  3.227  2.922  -0.074
H  -5.474  -9.641  -1.815  0.090
H  -3.511  4.876  0.724  0.129
H  -4.573  6.401  -1.727  0.121
H  5.878  4.164  8.890  0.082
H  -0.377  2.040  -4.352  0.119
H  -0.064  -1.822  -4.042  0.065
H  -3.659  -9.559  -4.383  0.124
C  6.454  3.520  9.567  -0.133
H  -0.829  -4.397  2.920  0.089
C  3.908  2.987  -2.260  -0.232
H  2.973  0.015  -0.430  0.069
O  5.298  3.146  -2.173  -0.174
H  4.370  -5.576  1.689  0.078
H  -3.201  1.710  5.641  0.105
H  3.316  -4.447  0.749  0.043
H  3.500  1.996  1.435  0.074
N  1.302  -1.101  -6.736  -0.047
H  6.903  2.084  7.697  0.115
C  3.582  1.793  -3.164  -0.175
H  -2.033  2.778  -1.843  0.083
H  -9.857  3.177  -0.625  0.088
H  0.672  3.253  0.767  0.095
H  -2.531  5.946  -0.262  0.119
H  2.651  1.379  3.542  0.093
C  3.661  1.553  3.931  -0.215
H  6.761  4.448  -1.648  0.087
O  4.131  2.711  3.254  -0.183
H  1.977  4.059  1.624  0.100
O  -1.403  0.419  -7.523  -0.214
H  3.665  -2.401  -2.794  0.083
H  4.392  3.467  1.394  0.071
H  0.655  5.555  0.715  0.079
H  0.846  -0.910  -5.859  0.051
H  1.020  -5.082  0.205  0.092
H  -1.742  2.624  8.728  0.120
H  -3.038  -1.209  -3.821  0.108
C  6.053  1.637  8.227  -0.213
H  -9.304  2.444  -2.108  0.085
C  2.655  -2.367  -3.216  -0.104
H  -3.677  -4.139  0.988  0.070
H  -1.158  -5.717  -0.569  0.127
H  7.524  3.597  9.347  0.088
H  0.963  0.842  -7.598  0.115
C  -3.424  5.306  -0.279  -0.227
H  3.892  -6.004  0.079  0.074
O  0.208  5.133  1.455  -0.078
C  -9.449  3.405  -1.617  -0.122
H  1.640  -2.576  0.644  0.102
O  1.127  3.430  -4.677  -0.191
H  0.335  1.215  -2.393  0.091
H  -2.634  -3.743  3.853  0.112
H  0.655  3.862  3.792  0.088
H  -3.428  -5.410  2.123  0.075
C  4.739  1.932  7.513  -0.228
H  4.372  2.936  7.775  0.115
C  3.181  -1.925  -5.478  -0.205
H  3.607  -1.690  -0.066  0.077
H  -1.036  -2.479  0.766  0.050
H  -3.001  -0.847  -7.490  0.084
C  0.719  2.115  -4.320  -0.210
H  -6.986  6.304  -1.970  0.122
H  -10.155  4.002  -2.204  0.087
H  5.571  -3.546  0.624  0.108
C  -2.353  2.285  7.887  -0.232
C  -2.060  -1.421  -3.373  -0.321
C  5.672  4.392  -1.646  -0.120
H  -4.604  -4.185  2.517  0.076
H  -0.837  -0.450  -4.865  0.061
N  2.377  1.049  -2.746  -0.061
H  -0.572  2.954  2.913  0.057
H  0.828  -1.825  6.494  0.093
C  1.113  1.802  -2.885  -0.170
C  1.225  -1.190  5.695  -0.097
N  -0.836  -1.928  -0.066  0.065
H  -1.983  3.076  -0.155  0.081
C  -8.270  5.208  -0.656  -0.239
H  -1.561  1.523  3.978  0.094
N  4.857  1.673  6.094  -0.054
O  0.108  -4.409  -1.502  -0.226
H  2.066  -4.327  -1.053  0.061
C  -1.004  -1.448  -4.457  -0.076
C  1.286  -1.642  1.093  -0.183
H  -1.269  -2.120  -5.277  0.081
H  1.093  1.362  -5.027  0.113
C  -3.452  -8.940  -3.498  -0.251
H  -0.847  -1.509  -7.972  0.117
H  -2.594  -7.322  -4.588  0.122
C  -0.580  -0.479  -8.240  -0.230
H  3.350  2.189  -4.164  0.107
H  -1.378  -5.538  -3.647  0.120
H  4.384  1.061  -3.242  0.122
H  -7.161  7.002  -0.375  0.120
H  -8.324  4.866  0.385  0.125
C  -5.686  -9.161  -2.778  -0.119
C  4.143  -5.148  0.713  -0.080
H  2.146  -0.801  6.136  0.073
H  -3.031  1.508  8.273  0.127
H  -3.009  0.317  -8.844  0.086
C  0.892  3.894  1.632  -0.314
H  6.245  -5.074  0.065  0.110
N  -5.856  5.384  -0.389  -0.060
O  -1.269  -3.811  2.301  -0.111
H  4.236  -0.269  0.732  0.077
O  -1.738  -0.509  -2.358  -0.095
O  0.389  -0.068  5.488  -0.212
H  3.985  1.276  7.960  0.122
H  5.249  1.899  1.662  0.094
O  -8.222  4.077  -1.503  -0.196
H  6.219  0.563  8.285  0.122
H  -1.428  -0.977  -1.556  0.020
H  -4.115  5.065  7.922  0.087
H  2.807  -2.933  -5.690  0.123
H  0.941  4.676  -6.250  0.086
H  -6.608  -8.588  -2.740  0.087
H  3.256  -1.339  -7.554  0.120
C  -4.631  6.135  -0.665  -0.210
C  3.323  -0.704  0.314  -0.088
O  2.406  -0.818  1.394  -0.200
H  2.388  -3.386  -3.528  0.092
H  2.983  0.022  -6.393  0.117
C  -1.559  1.658  6.773  -0.213
C  -0.373  0.286  0.856  -0.021
H  3.418  3.853  -2.722  0.119
N  -2.461  1.038  5.804  -0.048
H  -0.563  4.533  -5.294  0.087
H  -1.235  -1.331  5.074  0.124
O  2.572  -1.457  -4.285  -0.245
H  -1.001  2.495  6.319  0.128
H  -4.656  7.030  -0.038  0.120
H  4.266  -1.946  -5.319  0.128
H  -2.233  -2.420  -2.949  0.101
H  -2.748  -2.426  2.719  0.104
H  -0.312  -0.630  3.715  0.098
O  6.040  2.181  9.543  -0.191
H  5.322  4.501  -0.615  0.073
C  0.877  -0.227  -7.822  -0.206
H  -9.192  5.777  -0.836  0.119
C  -1.075  -6.121  -2.766  -0.203
C  -2.082  3.595  -1.122  -0.127
H  5.143  -4.860  -1.845  0.085
C  5.344  -4.454  0.066  -0.304
H  -2.875  -6.805  -2.229  0.108
C  -7.039  6.049  -0.901  -0.230
H  -4.536  3.718  8.874  0.089
C  -3.676  4.159  8.358  -0.142
H  3.109  2.790  5.563  0.130
H  1.952  -2.079  -2.434  0.077
H  -1.966  -4.616  -1.526  0.118
H  6.270  3.940  10.557  0.087
H  -5.852  -9.979  -3.490  0.087
C  3.572  1.803  5.420  -0.203
H  5.327  5.256  -2.227  0.089
O  -3.109  3.367  7.367  -0.184
H  0.430  0.947  1.183  0.065
C  -1.821  0.631  4.555  -0.196
O  5.047  -4.091  -1.277  -0.094
C  4.366  2.501  1.892  -0.129
H  -2.946  4.575  9.061  0.087
H  -1.450  -8.534  -4.035  0.124
H  1.437  -1.699  4.755  0.089
C  2.772  -1.030  -6.632  -0.190
H  1.513  -5.971  -1.249  0.094
H  -1.172  4.205  -1.171  0.082
H  -0.911  0.725  0.013  0.068
H  -1.046  0.023  1.669  0.070
C  0.246  -0.953  0.199  -0.389
H  -0.675  -0.361  -9.326  0.118
H  4.264  0.671  3.692  0.131

Properties
F_max: 2.1 eV/Å
multiplicity: 1
SMILES string: COC[C@H](C)N.COCCNCCOC.COCCNCCOC.COCCNCCOC.COCCNCCOC.COCCNCCOC.COCCNCCOC.CCO.CCO.CCO.CCO
HOMO energy: -8.2404 eV

C8H19NO4RhS3 | wB97M-V/def2-TZVPD

Each line ends with the Mulliken spin population.
Positions of all 36 atoms, in Å:
C  1.722  -1.306  -1.955  -0.001
Rh  0.128  0.182  0.182  2.498
O  0.839  3.833  -0.346  0.050
C  1.599  1.506  -2.455  -0.007
S  -1.558  -0.170  1.748  0.189
H  -1.895  -2.988  -0.732  0.002
H  -1.565  -2.508  1.630  0.000
H  -2.494  2.014  1.267  0.004
C  0.257  -1.738  -1.991  0.003
H  2.306  -2.021  -1.354  0.000
H  2.760  -0.974  1.756  0.004
H  -3.508  0.859  2.254  0.010
H  1.364  2.479  -1.984  0.002
H  2.833  1.426  2.188  0.010
S  -0.125  2.960  0.306  -0.042
H  1.338  -1.150  2.890  0.004
H  2.147  -1.222  -2.957  0.003
N  -0.274  -1.658  -0.604  0.112
H  2.571  1.556  -2.981  0.010
C  1.932  -0.500  2.270  -0.006
H  1.376  1.245  3.345  0.010
O  -0.861  2.013  -0.672  0.133
C  2.047  0.810  2.612  0.139
C  -1.728  -1.932  -0.454  0.003
H  -0.364  -1.135  -2.675  0.006
O  -1.012  3.564  1.281  0.051
H  -3.458  0.621  0.452  -0.003
H  0.231  -2.346  -0.043  -0.033
C  -2.086  -1.746  1.024  -0.001
H  0.203  -2.798  -2.301  0.002
H  -2.307  -1.283  -1.132  0.006
O  0.806  1.817  1.219  0.656
H  -3.166  -1.805  1.189  0.003
S  2.014  0.300  -1.175  0.195
C  -2.894  0.979  1.338  -0.008
H  0.820  1.116  -3.139  -0.003

Properties
F_max: 4.0 eV/Å
multiplicity: 5
⟨S²⟩: 6.028
HOMO energy (spin up / spin down): -10.8088 / -13.0931 eV
total charge: +1

CH5N2O4S2 | wB97M-V/def2-TZVPD

Each line ends with the natural charge from an NBO analysis.
Positions of all 14 atoms, in Å:
O  -1.232  0.804  1.244  -0.944
N  0.030  1.400  -0.985  -0.707
N  1.315  1.422  -0.407  -0.728
O  -2.435  0.653  -0.871  -0.992
H  -1.242  -1.759  -0.145  0.242
O  2.207  -0.876  0.812  -1.028
S  2.619  0.053  -0.283  1.574
H  -0.353  2.323  -1.151  0.378
S  -1.152  0.528  -0.189  2.244
O  3.745  0.887  0.135  -1.004
C  -0.613  -1.061  -0.704  -0.917
H  0.469  -1.026  -0.314  0.286
H  -0.655  -0.886  -1.814  0.259
H  1.321  1.427  0.649  0.337

Properties
F_max: 2.7 eV/Å
multiplicity: 1
HOMO energy: -4.3672 eV
total charge: -1

C14H10CdN2 | wB97M-V/def2-TZVPD

Each line ends with the natural charge from an NBO analysis.
Positions of all 27 atoms, in Å:
H  -1.708  -0.233  -4.088  0.279
C  -0.115  -1.753  3.461  -0.193
C  2.170  1.493  -1.649  -0.225
Cd  3.311  -0.006  -2.738  1.468
H  -2.641  -1.266  0.158  0.276
C  -0.129  0.380  -2.617  0.127
N  1.418  0.917  -0.631  -0.308
H  -3.302  -1.247  -2.416  0.275
H  -0.175  1.860  1.523  0.226
C  -0.381  -0.352  1.340  -0.092
H  -0.094  -2.731  4.003  0.260
C  0.270  0.390  -1.148  0.265
N  0.648  0.923  -3.631  -0.307
C  -1.955  -0.828  -0.599  -0.149
C  -0.365  -1.665  2.021  -0.199
H  0.291  1.795  4.073  0.256
H  0.260  -0.514  5.278  0.248
C  -0.684  -0.254  -0.169  -0.003
C  -2.343  -0.821  -2.048  -0.042
C  -1.407  -0.236  -3.007  -0.226
C  0.100  -0.475  4.170  -0.142
H  2.481  2.006  -3.881  0.280
C  1.788  1.499  -3.151  -0.217
C  -0.134  0.902  2.090  -0.171
C  0.112  0.836  3.531  -0.204
H  -0.547  -2.625  1.475  0.236
H  3.131  2.006  -1.352  0.280

Properties
F_max: 3.6 eV/Å
multiplicity: 1
HOMO energy: -14.4599 eV
total charge: +2